This record from the OMol25 dataset describes a molecular structure, H14O7. The level of theory is ωB97M-V/def2-TZVPD.

Geometry as ORCA input:
```
! RIJCOSX wB97M-V def2-TZVPD def2/J DEFGRID3
* xyz 0 1
O -0.3416 0.5337 0.0917
H 0.1941 0.2774 -0.6590
H -1.2427 0.4785 -0.2266
O -2.0881 -2.0703 -0.9822
H -1.5935 -1.3272 -0.6365
H -1.7431 -2.8284 -0.5105
O 0.7495 -0.1415 -1.8706
H 1.6238 -0.4398 -2.1211
H 0.8407 0.8052 -1.7625
O 1.6091 -1.0344 0.9697
H 2.5592 -1.1512 0.9651
H 1.4692 -0.1888 0.5436
O -0.2302 1.3245 1.8438
H -0.3802 0.9641 0.9698
H 0.3149 0.6713 2.2824
O -2.2422 -0.0002 -0.3097
H -2.8659 -0.0811 -1.0313
H -2.6998 0.5270 0.3452
O 2.1033 0.8721 0.5579
H 2.3405 1.2298 1.4135
H 1.6230 1.5790 0.1270
*
```

Computed properties:
E_tot = -534.74020 a.u.
HOMO-LUMO gap = 8.8 eV
largest force on an atom = 11.7 eV/A

This record from the OMol25 dataset describes a molecular structure, C57H141N7O19V. The level of theory is ωB97M-V/def2-TZVPD.

Geometry as ORCA input:
```
! RIJCOSX wB97M-V def2-TZVPD def2/J DEFGRID3
* xyz 0 2
O 2.9017 2.2956 -0.9096
V 1.4610 3.0344 -1.0342
C 0.3227 -1.3914 -0.5433
O -0.0667 -0.6292 -1.3688
O -0.6461 2.5086 -1.2500
O 0.7953 -1.7783 0.4884
C 1.8271 5.6939 1.9989
C 1.7992 4.2054 1.9676
C 1.4822 3.7604 3.4033
O 0.1758 4.1124 3.6547
C -0.2192 3.9537 4.9892
N 0.8082 3.6151 0.9486
H 2.5260 6.0767 2.7625
H 0.8937 6.1540 2.2744
H 2.0000 6.1906 1.0219
H 2.8249 3.7683 1.7788
H 2.3090 4.1068 4.1096
H 1.5293 2.6583 3.5447
H -0.0506 2.8737 5.3148
H -1.3169 4.1453 5.0299
H 0.3117 4.5825 5.7264
H 0.6405 2.6766 1.3098
H -0.0351 4.1425 0.8952
C 3.9774 -2.7241 -5.1800
C 4.4017 -2.4642 -3.6642
C 3.8933 -1.1123 -3.2062
O 4.4833 -0.1211 -4.0342
C 5.3449 0.7605 -3.2563
N 3.8350 -3.5243 -2.8434
H 2.9145 -2.9835 -5.1051
H 4.5572 -3.5474 -5.5263
H 4.0868 -1.8672 -5.8461
H 5.5232 -2.4395 -3.6341
H 4.1012 -0.8840 -2.1963
H 2.7749 -0.9794 -3.2067
H 4.7756 1.4255 -2.5937
H 6.0051 1.1935 -4.0024
H 6.0004 0.1686 -2.5564
H 4.0966 -3.3527 -1.8543
H 4.0620 -4.4699 -3.1704
C -3.7835 4.7666 3.8676
C -3.9707 4.0881 2.4550
C -3.8750 5.1476 1.3428
O -2.7712 5.9866 1.5782
C -2.7001 7.1448 0.7827
N -2.9746 3.0698 2.3226
H -3.9792 4.0544 4.6720
H -4.5317 5.4802 4.0498
H -2.8318 5.3213 3.8868
H -4.9368 3.6402 2.4447
H -4.8286 5.6986 1.2136
H -3.6983 4.5467 0.4462
H -2.4324 7.0153 -0.3148
H -1.9075 7.7527 1.2154
H -3.6588 7.6518 0.9003
H -3.0829 2.4116 1.5313
H -2.0426 3.5459 2.1753
C 2.3430 -1.3609 4.7791
C 1.5598 -1.2257 6.0835
C 1.0495 0.2545 6.1913
C 0.1811 0.4157 7.3715
C -1.0182 -0.4984 7.2156
C -0.6529 -2.0306 7.0241
N 0.4073 -2.0913 5.9785
O 0.8434 -3.4376 5.8225
C -0.2588 -2.6919 8.3566
C -1.9130 -2.7241 6.5240
C 2.5537 -1.5250 7.2313
H 2.8393 -2.2968 4.6910
H 3.1419 -0.6181 4.7863
H 1.7322 -1.2485 3.8707
H 1.8988 0.9662 6.2237
H 0.4345 0.3367 5.2889
H -0.2420 1.4570 7.4206
H 0.6845 0.2544 8.3510
H -1.4293 -0.2824 6.2687
H -1.8002 -0.4000 7.9792
H 0.4609 -2.1156 8.9059
H -1.1621 -2.8431 9.0008
H 0.1732 -3.6708 8.1323
H -2.7581 -2.6096 7.2317
H -2.1992 -2.2742 5.5454
H -1.7555 -3.8404 6.3432
H 3.6177 -1.6511 6.8594
H 2.3696 -2.4731 7.7798
H 2.5369 -0.7630 8.0285
H 0.5607 -3.7003 4.9438
C -7.0877 -0.9368 -0.6138
C -6.7408 -2.4165 -0.8242
C -6.6897 -2.5243 -2.3422
C -5.9338 -3.7369 -2.8068
C -4.5759 -3.8160 -2.1375
C -4.6224 -3.8474 -0.5772
N -5.4434 -2.7455 -0.1695
O -5.5705 -2.7164 1.2234
C -5.1851 -5.1627 -0.1333
C -3.2443 -3.5662 -0.0537
C -7.9387 -3.3093 -0.2995
H -6.2870 -0.3468 -1.1152
H -7.1498 -0.6215 0.4497
H -8.0797 -0.7655 -1.0557
H -7.7062 -2.4511 -2.5662
H -6.3516 -1.5773 -2.7492
H -5.7646 -3.6810 -3.8779
H -6.6209 -4.6063 -2.6431
H -4.0618 -2.8898 -2.3853
H -3.9776 -4.6813 -2.5551
H -5.2696 -5.2049 0.9477
H -6.2208 -5.3084 -0.5344
H -4.6292 -6.0389 -0.5120
H -2.4526 -4.0755 -0.6054
H -3.0241 -2.5470 -0.0808
H -3.2070 -3.9680 0.9621
H -7.9854 -4.2000 -0.8958
H -8.7997 -2.6364 -0.3964
H -7.8405 -3.5718 0.7185
H -5.4305 -1.7755 1.3886
C 7.6782 -3.5051 -1.4656
C 7.4219 -2.9085 -0.0287
C 8.0888 -1.5851 -0.0037
C 7.6393 -0.9260 1.3128
C 6.1370 -0.7570 1.2679
C 5.3845 -2.1233 1.1700
N 5.9710 -2.8407 0.0044
O 5.4469 -4.1915 -0.0370
C 5.3978 -2.8511 2.4982
C 3.9539 -1.8487 0.7325
C 8.1007 -3.8504 1.0177
H 7.3077 -4.5093 -1.6038
H 8.7892 -3.5015 -1.6149
H 7.2021 -2.7865 -2.1853
H 9.1431 -1.7079 -0.0384
H 7.8172 -0.9162 -0.8651
H 8.1796 0.0349 1.4103
H 7.8019 -1.5490 2.2141
H 5.8154 -0.1360 0.3934
H 5.7885 -0.3106 2.1921
H 6.4177 -3.2145 2.6800
H 5.2523 -2.0155 3.1843
H 4.6659 -3.6331 2.6538
H 4.0402 -1.1865 -0.1473
H 3.4303 -2.8135 0.3855
H 3.4082 -1.3723 1.5902
H 8.3604 -3.2456 1.9313
H 9.0331 -4.1628 0.5431
H 7.5251 -4.7551 1.2505
H 5.5482 -4.5019 0.9289
C -0.4960 2.2385 -6.5840
C -1.7769 2.0626 -5.6937
C -3.0578 1.9405 -6.6098
C -3.1141 0.4878 -7.2236
C -3.2462 -0.4518 -6.0549
C -2.0201 -0.3694 -5.1331
N -1.9276 1.0051 -4.6906
O -0.8247 1.0649 -3.7128
C -2.3746 -1.3187 -3.9362
C -0.7964 -0.9131 -5.8098
C -1.9218 3.3636 -4.9161
H 0.3191 1.5951 -6.2553
H -0.1992 3.2851 -6.5705
H -0.8596 2.0388 -7.5674
H -3.8924 2.1754 -5.9363
H -2.9646 2.7572 -7.2971
H -2.2570 0.3112 -7.8918
H -3.9229 0.3509 -7.9175
H -3.4265 -1.4988 -6.3095
H -4.1111 -0.1352 -5.4403
H -2.4056 -2.4003 -4.2579
H -1.6210 -1.3183 -3.1550
H -3.3703 -0.9975 -3.5147
H -0.5850 -0.4893 -6.7888
H 0.0365 -0.5810 -5.1444
H -0.7956 -2.0038 -5.8444
H -2.2412 4.2265 -5.5436
H -0.9613 3.5483 -4.4113
H -2.7163 3.1453 -4.2291
H -1.2287 0.8663 -2.8110
C -3.1470 -0.0637 -0.5097
O -2.6534 1.0963 0.1657
H -4.0750 -0.4553 -0.0708
H -3.3614 0.1073 -1.6211
H -2.3753 -0.8431 -0.5198
H -1.9426 1.5452 -0.3598
C -0.6268 -0.1889 3.0258
O 0.3296 0.8199 2.6362
H -1.2845 0.1849 3.8583
H -1.3312 -0.4522 2.2648
H -0.2364 -1.0967 3.4034
H 1.1795 0.4094 2.5650
C 0.9896 -4.7167 -1.1082
O 1.0024 -4.1815 -2.4100
H 0.6291 -3.9474 -0.4155
H 0.2957 -5.5241 -1.1008
H 1.9533 -5.1080 -0.6857
H 1.9652 -3.9303 -2.5503
C -4.1204 4.2121 -2.3122
O -2.8949 4.3967 -1.6411
H -4.4905 3.2303 -2.1654
H -4.8570 4.9038 -1.8710
H -4.0180 4.4576 -3.3912
H -2.3125 3.6308 -1.5529
C 1.9752 5.9482 -2.0870
O 0.8944 5.1510 -1.4442
H 2.5532 5.3136 -2.7944
H 1.5209 6.7053 -2.6371
H 2.6634 6.3026 -1.2873
H 0.2604 4.9686 -2.1488
C 0.6664 -5.9533 2.8632
O 1.7918 -5.4486 2.0948
H 0.2004 -6.8554 2.4106
H 0.9731 -6.1768 3.8545
H -0.0049 -5.0935 2.9334
H 1.5163 -4.7077 1.5670
C -1.2552 7.0567 -3.6257
O -2.3668 6.9775 -2.8081
H -1.4611 7.6668 -4.5063
H -0.4377 7.5717 -3.1030
H -0.9541 6.0979 -4.1034
H -2.5416 6.1801 -2.3097
C 2.3346 2.0651 -4.0209
O 1.3286 2.7651 -3.2255
H 2.2862 0.9666 -3.8787
H 2.2514 2.2687 -5.1436
H 3.3244 2.4382 -3.8007
H 0.4671 2.2460 -3.3481
*
```

Computed properties:
E_tot = -5012.81576 a.u.
HOMO-LUMO gap (spin up / spin down) = 7.6 / 8.1 eV
largest force on an atom = 4.3 eV/A

This record from the OMol25 dataset describes 2 unconnected molecules or ions with the total composition C6H11N. The level of theory is ωB97M-V/def2-TZVPD.

Geometry as ORCA input:
```
! RIJCOSX wB97M-V def2-TZVPD def2/J DEFGRID3
* xyz 0 1
C -2.9367 0.0001 -0.8303
C -1.4729 0.3965 -0.5748
C -0.4347 -0.4075 -1.0789
C 1.7393 -0.4723 1.0728
C 3.0890 0.0397 0.6099
C 0.7269 0.3077 1.5447
N -0.2730 0.8765 1.8642
H -3.6248 0.3357 -0.0486
H -3.2581 0.4840 -1.7625
H -3.0799 -1.0769 -0.9711
H -1.3251 1.4651 -0.7561
H -1.1739 0.4683 0.6524
H -0.6023 -1.4672 -1.2641
H 0.4726 0.0204 -1.4840
H 1.7707 -1.4653 1.5237
H 3.5438 -0.6325 -0.1279
H 3.0416 1.0426 0.1778
H 3.7974 0.0850 1.4527
*
```

Computed properties:
E_tot = -289.82174 a.u.
HOMO-LUMO gap (spin up / spin down) = 7.1 / 7.8 eV
largest force on an atom = 1.0 eV/A

This record from the OMol25 dataset describes a single C4H8O2 molecule. The level of theory is ωB97M-V/def2-TZVPD.

Geometry as ORCA input:
```
! RIJCOSX wB97M-V def2-TZVPD def2/J DEFGRID3
* xyz 0 1
C -2.1134 -0.3518 0.7303
C -1.1634 -0.2335 -0.4449
O 0.1553 -0.2525 0.1182
C 1.1513 0.1899 -0.6673
C 2.4053 0.3927 0.1441
O 1.0291 0.4080 -1.8485
H -2.0878 -1.3568 1.1613
H -1.8100 0.3579 1.5064
H -3.1411 -0.1225 0.4331
H -1.2740 -1.0497 -1.1672
H -1.2932 0.7089 -0.9873
H 2.1437 0.6123 1.1808
H 2.9830 1.2121 -0.2862
H 3.0152 -0.5149 0.1271
*
```

Computed properties:
E_tot = -307.70165 a.u.
HOMO-LUMO gap = 11.4 eV
SMILES = CCOC(C)=O
largest force on an atom = 0.4 eV/A

What is the formula in the second record? C57H141N7O19V